1.
DFT (ωB97M-V/def2-TZVPD) results for C31H39BN10O5S2Se2Ti as an isolated structure in a non-equilibrium geometry.

gap between HOMO and LUMO (alpha / beta)	0.1090 / 0.0987	hartree
ΔE to the lowest compared entry with this formula, charge and spin	348.9	kJ/mol
charge	-1
2S+1	2
lowest unoccupied orbital energy (alpha / beta)	1.52 / 1.47	eV

Cartesian coordinates (Å):
Ti (-0.507, 0.001, -0.173)
C (-4.698, -0.369, -0.769)
C (-3.390, -0.225, -1.243)
N (-2.542, -0.149, -0.221)
N (-3.272, -0.226, 0.907)
C (-4.576, -0.360, 0.605)
B (-2.555, -0.107, 2.274)
N (-1.610, 1.122, 2.266)
C (-1.520, 2.121, 3.172)
C (-0.470, 2.934, 2.813)
C (0.057, 2.351, 1.657)
N (-0.631, 1.256, 1.343)
N (-1.649, -1.345, 2.379)
C (-1.506, -2.301, 3.316)
C (-0.480, -3.133, 2.919)
C (-0.032, -2.596, 1.710)
N (-0.737, -1.519, 1.383)
N (-3.603, 0.079, 3.361)
C (-4.490, 1.107, 3.370)
C (-5.222, 1.021, 4.528)
C (-4.701, -0.112, 5.178)
N (-3.732, -0.669, 4.473)
H (-5.603, -0.463, -1.344)
H (-3.037, -0.173, -2.260)
H (-5.327, -0.460, 1.371)
H (-2.193, 2.178, 4.009)
H (-0.129, 3.819, 3.321)
H (0.883, 2.667, 1.042)
H (-2.149, -2.309, 4.175)
H (-0.097, -4.001, 3.428)
H (0.756, -2.954, 1.064)
H (-4.528, 1.817, 2.558)
H (-6.009, 1.676, 4.861)
H (-4.995, -0.544, 6.122)
O (3.561, -0.222, -2.337)
C (3.147, 0.572, -3.334)
C (4.048, 0.755, -4.386)
C (3.734, 1.555, -5.465)
C (2.498, 2.192, -5.521)
C (1.601, 2.021, -4.488)
C (1.895, 1.220, -3.376)
C (0.887, 1.115, -2.306)
O (0.985, 0.279, -1.304)
N (-0.145, 1.910, -2.379)
N (-0.995, 1.728, -1.318)
C (-1.992, 2.585, -1.346)
S (-2.100, 3.740, -2.694)
C (-3.693, 4.464, -2.135)
C (-4.354, 3.514, -1.157)
S (-3.056, 2.946, -0.009)
H (2.881, -0.315, -1.644)
H (5.004, 0.250, -4.323)
H (4.453, 1.676, -6.266)
H (2.242, 2.818, -6.366)
H (0.635, 2.507, -4.508)
H (-4.307, 4.616, -3.022)
H (-3.488, 5.427, -1.669)
H (-4.754, 2.636, -1.667)
H (-5.138, 3.995, -0.571)
O (5.829, -0.497, 1.605)
C (5.400, -1.689, 0.960)
C (4.347, -2.468, 1.764)
C (5.085, -3.104, 2.955)
O (4.263, -3.839, 3.853)
C (3.262, -1.538, 2.297)
Se (2.385, -0.460, 0.895)
C (3.731, -3.570, 0.903)
Se (2.894, -2.940, -0.757)
H (5.143, 0.164, 1.437)
H (6.287, -2.320, 0.834)
H (5.004, -1.464, -0.030)
H (5.626, -2.307, 3.480)
H (5.817, -3.823, 2.580)
H (3.583, -3.248, 4.191)
H (3.699, -0.832, 3.005)
H (2.482, -2.109, 2.809)
H (2.980, -4.107, 1.482)
H (4.497, -4.285, 0.596)
C (-1.161, -2.742, -3.690)
C (-1.564, -3.750, -2.599)
C (-1.163, -3.053, -1.285)
O (-0.826, -1.704, -1.640)
C (-0.236, -1.790, -2.941)
H (-2.034, -2.195, -4.050)
H (-0.661, -3.202, -4.542)
H (-1.019, -4.688, -2.705)
H (-2.631, -3.968, -2.628)
H (-0.284, -3.537, -0.855)
H (-1.968, -3.018, -0.553)
H (0.775, -2.204, -2.860)
H (-0.190, -0.794, -3.374)

=====

2.
DFT (ωB97M-V/def2-TZVPD) results for a 8-piece molecular cluster, C31H39BrF3O27S overall in a non-equilibrium geometry.

gap between HOMO and LUMO	0.2648	hartree
charge	-1
lowest unoccupied orbital energy	1.33	eV

Cartesian coordinates (Å):
O (3.050, 2.007, 1.175)
C (3.049, 2.999, 0.520)
Br (3.043, 4.786, 1.368)
C (3.080, 3.039, -0.991)
C (1.901, 2.312, -1.635)
C (2.429, 1.729, -2.963)
C (1.332, 1.201, -3.890)
O (0.175, 0.827, -3.146)
S (-0.591, 2.172, -2.679)
O (-1.033, 2.833, -3.874)
O (-1.648, 1.765, -1.833)
C (0.635, 3.186, -1.787)
C (0.888, 4.513, -2.464)
C (-0.379, 5.389, -2.639)
C (-0.026, 6.815, -2.358)
F (0.332, 7.061, -1.116)
F (-1.052, 7.633, -2.642)
F (0.992, 7.207, -3.144)
C (0.056, 3.312, -0.338)
O (-0.232, 4.444, 0.097)
O (-0.038, 2.241, 0.250)
H (3.969, 2.467, -1.249)
H (3.253, 4.042, -1.356)
H (1.684, 1.464, -1.001)
H (3.085, 2.434, -3.469)
H (3.034, 0.880, -2.668)
H (1.115, 1.927, -4.669)
H (1.696, 0.313, -4.390)
H (1.339, 4.370, -3.441)
H (1.555, 5.059, -1.813)
H (-0.662, 5.353, -3.681)
H (-1.182, 5.044, -2.008)
C (3.256, -3.632, -2.528)
C (1.916, -2.946, -2.655)
O (2.056, -1.835, -1.765)
C (3.374, -1.566, -1.631)
O (3.807, -0.599, -1.094)
O (4.129, -2.544, -2.193)
H (3.570, -4.116, -3.446)
H (3.276, -4.361, -1.715)
H (1.731, -2.571, -3.663)
H (1.084, -3.578, -2.356)
C (7.043, -6.483, -4.861)
C (6.332, -7.748, -4.433)
O (5.009, -7.279, -4.164)
C (4.817, -6.139, -4.872)
O (3.770, -5.592, -4.996)
O (5.979, -5.707, -5.417)
H (7.819, -6.660, -5.601)
H (7.473, -5.938, -4.018)
H (6.287, -8.493, -5.230)
H (6.769, -8.203, -3.548)
C (-2.925, -0.896, -0.139)
C (-4.356, -0.604, 0.219)
O (-4.937, -1.919, 0.283)
C (-3.937, -2.798, 0.533)
O (-4.105, -3.946, 0.816)
O (-2.728, -2.204, 0.431)
H (-2.231, -0.177, 0.287)
H (-2.760, -0.950, -1.216)
H (-4.453, -0.128, 1.196)
H (-4.860, 0.009, -0.523)
C (6.583, 0.313, 3.582)
C (6.319, 0.594, 2.121)
O (6.421, 2.017, 2.059)
C (7.188, 2.432, 3.096)
O (7.599, 3.535, 3.236)
O (7.425, 1.407, 3.959)
H (7.087, -0.636, 3.748)
H (5.674, 0.344, 4.185)
H (7.077, 0.157, 1.467)
H (5.336, 0.264, 1.794)
C (-7.095, 1.433, 3.699)
C (-8.186, 0.660, 2.996)
O (-8.142, 1.198, 1.671)
C (-6.905, 1.706, 1.471)
O (-6.491, 2.071, 0.420)
O (-6.198, 1.738, 2.627)
H (-6.593, 0.853, 4.470)
H (-7.456, 2.368, 4.132)
H (-7.978, -0.408, 2.949)
H (-9.167, 0.810, 3.442)
C (-2.156, 1.645, 2.659)
C (-1.404, 2.055, 3.894)
O (-2.108, 1.342, 4.936)
C (-2.716, 0.278, 4.368)
O (-3.246, -0.608, 4.977)
O (-2.654, 0.336, 3.025)
H (-1.523, 1.592, 1.780)
H (-3.005, 2.296, 2.448)
H (-0.366, 1.724, 3.882)
H (-1.432, 3.127, 4.068)
C (-4.999, -3.370, 3.879)
C (-5.641, -4.734, 3.984)
O (-7.006, -4.412, 4.274)
C (-7.242, -3.163, 3.818)
O (-8.323, -2.662, 3.755)
O (-6.092, -2.554, 3.441)
H (-4.182, -3.341, 3.163)
H (-4.642, -2.993, 4.837)
H (-5.601, -5.290, 3.046)
H (-5.213, -5.344, 4.776)

=====

3.
DFT (ωB97M-V/def2-TZVPD) results for an isolated molecule of C31H39F5N2O7S.

structure (SMILES)	CCOCCCCCc1c(CCCN)c(N)cc2c1C(=O)c1c(cc(OCCOCC)c(C)c1S(=O)(=O)C(F)(F)C(F)(F)F)C2=O
gap between HOMO and LUMO	0.2991	hartree
lowest unoccupied orbital energy	-0.45	eV

Cartesian coordinates (Å):
C (-2.605, -3.927, 2.363)
C (-1.849, -2.643, 2.009)
O (-2.653, -1.581, 1.548)
C (-3.456, -1.880, 0.424)
C (-2.682, -2.347, -0.798)
C (-1.546, -1.408, -1.180)
C (-0.832, -1.872, -2.449)
C (0.288, -0.913, -2.864)
C (1.555, -1.038, -2.045)
C (2.305, -2.223, -1.954)
C (2.039, -3.440, -2.812)
C (2.001, -3.169, -4.329)
C (0.868, -3.880, -5.071)
N (0.552, -3.175, -6.321)
C (3.384, -2.296, -1.049)
N (4.144, -3.482, -0.937)
C (3.755, -1.191, -0.296)
C (3.050, -0.013, -0.430)
C (1.968, 0.070, -1.300)
C (1.332, 1.417, -1.382)
O (1.098, 1.990, -2.417)
C (1.163, 2.117, -0.056)
C (2.261, 2.030, 0.787)
C (2.293, 2.717, 1.989)
C (1.210, 3.484, 2.362)
O (1.229, 4.166, 3.544)
C (1.303, 3.371, 4.723)
C (-0.053, 3.325, 5.397)
O (-0.927, 2.463, 4.696)
C (-1.205, 1.203, 5.276)
C (-1.315, 0.159, 4.181)
C (0.067, 3.600, 1.559)
C (-1.039, 4.463, 2.093)
C (0.052, 2.868, 0.359)
S (-1.466, 2.810, -0.570)
O (-1.448, 1.754, -1.532)
O (-2.576, 2.923, 0.329)
C (-1.426, 4.443, -1.511)
F (-2.388, 5.231, -1.005)
F (-0.230, 5.029, -1.313)
C (-1.663, 4.303, -3.038)
F (-1.822, 5.539, -3.546)
F (-0.626, 3.723, -3.632)
F (-2.775, 3.598, -3.274)
C (3.419, 1.179, 0.379)
O (4.554, 1.429, 0.715)
H (-2.569, -4.650, 1.548)
H (-3.648, -3.721, 2.593)
H (-2.139, -4.393, 3.229)
H (-1.055, -2.871, 1.288)
H (-1.360, -2.259, 2.904)
H (-3.967, -0.949, 0.173)
H (-4.233, -2.606, 0.690)
H (-2.328, -3.376, -0.671)
H (-3.390, -2.376, -1.632)
H (-0.829, -1.320, -0.363)
H (-1.978, -0.425, -1.379)
H (-1.562, -1.914, -3.263)
H (-0.483, -2.891, -2.303)
H (0.487, -0.967, -3.934)
H (-0.107, 0.088, -2.702)
H (2.837, -4.155, -2.636)
H (1.127, -3.940, -2.485)
H (2.943, -3.536, -4.744)
H (1.969, -2.107, -4.557)
H (-0.031, -3.922, -4.460)
H (1.200, -4.904, -5.276)
H (-0.353, -3.451, -6.675)
H (1.239, -3.391, -7.030)
H (3.581, -4.287, -0.702)
H (4.863, -3.378, -0.234)
H (4.593, -1.238, 0.387)
H (3.171, 2.665, 2.619)
H (2.054, 3.793, 5.392)
H (1.606, 2.350, 4.480)
H (0.079, 3.017, 6.438)
H (-0.493, 4.322, 5.367)
H (-0.425, 0.921, 5.990)
H (-2.149, 1.256, 5.826)
H (-1.333, -0.843, 4.609)
H (-0.458, 0.232, 3.510)
H (-2.218, 0.314, 3.592)
H (-0.608, 5.282, 2.662)
H (-1.710, 4.837, 1.334)
H (-1.633, 3.867, 2.791)

=====

4.
DFT (ωB97M-V/def2-TZVPD) results for C31H39N11OSSr as an isolated structure in a non-equilibrium geometry.

gap between HOMO and LUMO	0.3220	hartree
ΔE to the lowest compared entry with this formula, charge and spin	604.5	kJ/mol
charge	+2
lowest unoccupied orbital energy	-4.83	eV

Cartesian coordinates (Å):
Sr (0.304, 1.112, 0.285)
C (1.432, 3.479, 0.625)
C (2.404, 2.358, 0.312)
C (2.410, 2.037, -1.133)
C (3.130, 2.855, -2.002)
C (3.198, 2.529, -3.341)
C (2.528, 1.389, -3.772)
C (1.800, 0.661, -2.851)
N (1.736, 0.976, -1.553)
N (0.148, 3.046, 1.083)
C (-0.901, 3.924, 0.640)
C (-1.167, 3.747, -0.827)
C (-1.737, 4.777, -1.573)
C (-2.007, 4.568, -2.912)
C (-1.693, 3.332, -3.467)
C (-1.145, 2.361, -2.651)
N (-0.883, 2.563, -1.359)
C (0.131, 2.810, 2.498)
C (1.119, 1.789, 2.958)
C (1.912, 2.052, 4.068)
C (2.804, 1.090, 4.505)
C (2.891, -0.103, 3.801)
C (2.051, -0.286, 2.720)
N (1.177, 0.629, 2.322)
H (1.299, 4.066, -0.289)
H (1.897, 4.148, 1.363)
H (2.190, 1.483, 0.884)
H (3.404, 2.677, 0.605)
H (3.639, 3.725, -1.612)
H (3.767, 3.139, -4.025)
H (2.582, 1.083, -4.804)
H (1.244, -0.223, -3.140)
H (-0.696, 4.984, 0.858)
H (-1.829, 3.658, 1.161)
H (-1.957, 5.722, -1.103)
H (-2.452, 5.347, -3.512)
H (-1.875, 3.136, -4.511)
H (-0.896, 1.370, -3.017)
H (-0.863, 2.442, 2.774)
H (0.312, 3.741, 3.057)
H (1.824, 2.997, 4.581)
H (3.422, 1.273, 5.372)
H (3.594, -0.867, 4.089)
H (2.058, -1.188, 2.122)
N (0.415, -6.127, -2.443)
C (0.195, -4.764, -1.837)
C (-1.296, -4.524, -1.663)
C (-1.483, -3.101, -1.099)
N (-0.931, -2.165, -2.085)
C (-0.781, -2.996, 0.261)
C (0.712, -3.317, 0.196)
N (1.409, -2.209, -0.430)
C (0.924, -4.690, -0.501)
H (-0.048, -6.192, -3.359)
H (0.010, -6.837, -1.817)
H (1.416, -6.329, -2.557)
H (0.577, -4.015, -2.534)
H (-1.724, -5.249, -0.972)
H (-1.816, -4.593, -2.619)
H (-2.553, -2.936, -0.922)
H (-0.752, -1.268, -1.620)
H (-1.634, -1.980, -2.797)
H (-1.272, -3.685, 0.949)
H (-0.851, -1.967, 0.638)
H (1.091, -3.416, 1.220)
H (1.100, -2.123, -1.395)
H (2.417, -2.327, -0.395)
H (0.536, -5.459, 0.169)
H (1.995, -4.861, -0.633)
O (-1.319, 0.048, -0.126)
N (-2.517, -0.439, -0.418)
C (-3.579, 0.170, 0.009)
C (-3.544, 1.379, 0.755)
N (-3.478, 2.357, 1.350)
C (-4.854, -0.408, -0.225)
N (-5.887, -0.877, -0.366)
S (-1.587, -2.989, 3.785)
C (-2.845, -1.935, 3.290)
C (-2.389, -0.656, 3.231)
N (-1.083, -0.495, 3.558)
C (-0.542, -1.617, 3.878)
H (-3.829, -2.307, 3.099)
H (-2.981, 0.209, 3.007)
H (0.476, -1.723, 4.190)

=====

5.
DFT (ωB97M-V/def2-TZVPD) results for C31H39N5NiO2P2 as an isolated structure in a non-equilibrium geometry.

gap between HOMO and LUMO (alpha / beta)	0.2493 / 0.2206	hartree
ΔE to the lowest compared entry with this formula, charge and spin	223.2	kJ/mol
2S+1	3
lowest unoccupied orbital energy (alpha / beta)	-1.46 / -2.24	eV

Cartesian coordinates (Å):
Ni (-0.661, -1.827, 0.519)
C (-0.665, 3.522, 3.229)
C (-0.846, 3.123, 1.957)
C (0.067, 2.241, 1.184)
C (1.337, 1.780, 1.920)
C (2.513, 2.681, 1.725)
C (2.567, 3.971, 2.136)
C (1.556, 4.712, 2.945)
C (0.631, 3.883, 3.890)
C (0.512, -3.273, 1.189)
H (-1.537, 3.599, 3.881)
H (-1.765, 3.360, 1.413)
H (0.361, 2.689, 0.225)
H (-0.510, 1.340, 0.916)
H (1.105, 1.591, 2.975)
H (1.609, 0.804, 1.486)
H (3.349, 2.218, 1.179)
H (3.431, 4.573, 1.850)
H (0.905, 5.340, 2.314)
H (2.108, 5.429, 3.575)
H (1.152, 2.998, 4.277)
H (0.382, 4.496, 4.779)
H (1.392, -2.770, 1.642)
H (0.800, -4.037, 0.447)
H (-0.065, -3.774, 1.993)
P (1.560, -1.576, -0.870)
P (-2.187, -0.722, -0.657)
N (2.860, -0.312, -1.365)
N (2.078, -2.646, -2.242)
N (-2.079, 0.979, -1.473)
N (-3.656, -1.056, -1.761)
C (0.304, -0.696, -1.813)
C (-0.959, -1.553, -1.748)
C (4.058, -0.159, -0.672)
C (4.875, 0.732, -1.364)
C (4.176, 1.136, -2.538)
C (2.957, 0.457, -2.520)
C (2.688, -3.889, -2.039)
C (3.069, -4.412, -3.270)
C (2.726, -3.449, -4.268)
C (2.147, -2.371, -3.613)
C (-2.776, 2.062, -0.928)
C (-2.608, 3.175, -1.742)
C (-1.788, 2.778, -2.843)
C (-1.529, 1.420, -2.681)
C (-4.174, -0.365, -2.867)
C (-4.958, -1.225, -3.637)
C (-4.943, -2.496, -2.976)
C (-4.146, -2.362, -1.844)
H (0.587, -0.529, -2.853)
H (0.214, 0.286, -1.314)
H (-1.381, -1.840, -2.724)
H (-0.780, -2.536, -1.194)
H (4.219, -0.698, 0.249)
H (5.866, 1.065, -1.066)
H (4.496, 1.815, -3.311)
H (2.168, 0.494, -3.256)
H (2.803, -4.275, -1.037)
H (3.543, -5.373, -3.445)
H (2.881, -3.524, -5.340)
H (1.791, -1.438, -4.028)
H (-3.350, 1.936, -0.022)
H (-3.041, 4.147, -1.584)
H (-1.452, 3.396, -3.662)
H (-0.975, 0.753, -3.336)
H (-3.982, 0.686, -3.018)
H (-5.458, -0.966, -4.563)
H (-5.446, -3.399, -3.303)
H (-3.902, -3.077, -1.073)
O (0.366, -0.288, 3.299)
C (-0.588, -1.019, 3.568)
C (-1.171, -1.039, 4.982)
C (-2.179, -2.141, 4.904)
C (-1.893, -2.829, 3.577)
O (-2.197, -3.992, 3.352)
N (-1.203, -1.933, 2.744)
H (-0.365, -1.191, 5.714)
H (-1.666, -0.089, 5.212)
H (-2.147, -2.825, 5.750)
H (-3.179, -1.698, 4.863)